# 1
ORCA calculation (ωB97M-V/def2-TZVPD) on a 4-piece molecular cluster, C26H55F3O11 overall in a non-equilibrium geometry.

Each line ends with the Mulliken charge.
Atoms and positions in Å:
F: -0.5077 10.4762 1.1751  -0.2288
F: -1.1338 8.1665 -0.6436  -0.3101
F: -0.0713 8.7261 3.0550  -0.2367
O: -4.1635 -5.5537 -0.6147  -0.4785
O: 4.5378 9.7332 1.6091  -0.3119
O: -3.5303 1.4643 -0.0782  -0.1846
O: -0.6092 1.7185 0.7736  -0.4692
O: -5.1290 -2.9731 0.7011  -0.3940
O: 2.1537 -5.6197 -1.5887  -0.1976
O: 3.0418 7.8386 -0.5895  -0.3644
O: -1.5880 -0.9828 -0.2675  -0.2169
O: 4.2839 -3.3415 -1.8512  -0.2270
O: 5.0772 -6.2698 -2.1966  -0.4728
O: -5.4063 -5.7218 2.1721  -0.2621
C: 4.4464 8.2783 -0.5763  -0.4247
C: -1.1861 1.9704 -0.5185  -0.2808
C: 4.4329 -6.1743 -0.9191  -0.2822
C: -4.5496 1.9220 0.7922  -0.8529
C: 1.1213 -6.1925 -2.3758  -0.8584
C: -0.8499 -1.6671 -1.2677  -1.0907
C: -0.3650 9.0640 1.6132  0.2056
C: -0.4660 7.8960 0.6799  0.4090
C: -5.4560 -4.9327 -0.7125  -0.3250
C: -1.1527 0.6204 1.5188  -0.3867
C: 5.0395 -2.5152 -0.9839  -0.8424
C: -0.8442 -0.7612 0.9340  -0.5504
C: -5.4407 -3.4042 -0.6219  -0.4200
C: -2.6266 2.4888 -0.4867  -0.5896
C: -4.2667 -1.8502 0.7427  -0.4206
C: 2.6346 7.2740 0.7192  0.0365
C: 5.0433 -3.8800 -2.9313  -0.5620
C: 0.0339 6.3667 0.9924  -0.1357
C: 4.6879 9.7466 0.1455  -0.3653
C: 4.6548 -5.3358 -3.2042  -0.2643
C: 2.9592 -6.5916 -0.9160  -0.5963
C: 1.5770 6.0328 0.5535  -0.6153
C: -4.1686 -6.3109 1.7636  -0.6695
C: -6.4221 -6.6760 2.4392  -0.8285
C: -3.5084 -5.4805 0.6589  0.1291
C: 5.5790 8.9327 2.2728  -0.5719
H: 1.9466 5.1606 1.2797  0.2416
H: -5.8322 -5.2026 -1.7027  0.4295
H: 6.0023 -2.9713 -0.7282  0.3789
H: -0.5631 2.7490 -0.9664  0.4995
H: 6.1202 -3.8290 -2.7186  0.3483
H: 3.9532 10.5583 -0.2785  0.2709
H: -2.6824 3.3544 0.1880  0.3658
H: -3.5210 -6.3405 2.6442  0.3883
H: -6.4687 -7.4457 1.6659  0.3738
H: 4.8389 -3.2688 -3.8164  0.3762
H: -0.8055 -2.7316 -1.0313  0.3443
H: 5.1633 -5.6488 -4.1198  0.4177
H: -1.3686 -1.5401 -2.2260  0.2798
H: -6.2521 -7.1335 3.4153  0.3226
H: -4.1476 2.5661 1.5820  0.4060
H: 5.2032 -1.5344 -1.4498  0.3216
H: 6.6292 9.4734 2.1201  0.2640
H: 5.6121 7.7991 1.9296  0.2168
H: 2.5929 -6.6561 0.1123  0.3782
H: 4.9689 -6.8785 -0.2710  0.4141
H: -6.1480 -5.3711 0.0043  0.0782
H: 1.6052 5.6825 -0.5771  0.2947
H: -4.3231 -7.3356 1.4068  0.3592
H: -5.3138 2.4652 0.2205  0.2871
H: -0.1543 6.1055 2.1181  0.3289
H: -1.0872 1.0968 -1.1603  -0.0281
H: -2.2154 0.7541 1.6974  0.0637
H: -5.0130 1.0544 1.2700  0.2824
H: 1.4837 -7.0348 -2.9690  0.4077
H: 4.5741 -5.1912 -0.4799  0.0719
H: -0.6637 5.6257 0.3682  -0.0559
H: -3.4245 -1.9616 0.0509  0.1877
H: 2.8578 -7.5760 -1.3873  0.3616
H: 4.4761 -2.3786 -0.0568  0.2306
H: 0.2996 -6.5117 -1.7324  0.3169
H: 3.6098 6.8460 1.2585  0.0940
H: -4.8286 -0.9378 0.5025  0.1106
H: -3.3580 -4.4496 0.9650  -0.1596
H: 4.7585 8.4354 -1.7177  0.2701
H: -1.1396 -1.5396 1.6428  0.3650
H: -7.3876 -6.1554 2.4572  0.2300
H: 5.2794 8.8956 3.4271  0.2176
H: 5.1642 7.4294 -0.1715  0.2897
H: -4.7149 -3.0083 -1.3457  0.2448
H: 0.1591 -1.2630 -1.3747  0.4678
H: -3.8609 -1.7618 1.7541  0.3677
H: -6.4292 -3.0072 -0.8749  0.4004
H: 2.2646 8.1615 1.3858  0.1930
H: 0.2325 -0.8462 0.7475  0.4694
H: 0.7502 -5.4262 -3.0676  0.2175
H: 5.8089 10.0949 -0.0674  0.2901
H: -2.9264 2.8144 -1.4882  0.3722
H: -2.5080 -5.8995 0.4945  0.3541
H: 3.5889 -5.4376 -3.3997  0.0605
H: -0.6689 0.6699 2.5020  0.4284

Its net charge is 0. The calculation puts the LUMO energy at 0.43 eV. The calculated total energy comes out at -58515.4084 eV. The SMILES is COCCOCCCC(F)=C(F)F.COCCOCCOC.COCCOCCOC.COCCOCCOC. For the HOMO-LUMO gap, the calculation gives 0.3445 Ha.



# 2
ORCA calculation (ωB97M-V/def2-TZVPD) on a 2-piece molecular cluster, C4H12NO2 overall in a non-equilibrium geometry.

Each line ends with the Mulliken charge.
Atoms and positions in Å:
O: -2.0507 0.3426 -1.9627  -0.9190
O: 1.8246 1.8246 1.8009  -0.7303
N: -0.0335 1.0884 -0.3700  -0.7985
C: -0.3034 -0.3696 -0.5183  0.4677
C: 0.0361 -1.1772 0.7346  -0.6532
C: 1.4989 -1.5765 0.8394  -1.1778
C: -1.7893 -0.4473 -0.9083  -0.7766
H: -2.3454 -0.1581 0.0225  0.2181
H: -2.0997 -1.5024 -1.0395  0.2898
H: -0.6034 -2.0662 0.7288  0.3787
H: 2.5068 2.0218 1.1459  0.2854
H: 2.0939 -0.6690 0.9881  0.2031
H: 1.0519 1.5650 1.2530  0.4207
H: -0.3040 -0.6061 1.6181  0.3428
H: 0.2904 -0.7854 -1.3460  0.2230
H: 0.8416 1.2757 -0.8558  0.2345
H: -0.7261 1.4075 -1.0708  0.2879
H: 1.7151 -2.3703 1.5461  0.3533
H: 1.8086 -1.9196 -0.1474  0.3506

Its net charge is -1. The calculation puts the LUMO energy at 3.80 eV. The calculated total energy comes out at -9927.7552 eV. For the HOMO-LUMO gap, the calculation gives 0.2391 Ha.



# 3
ORCA calculation (ωB97M-V/def2-TZVPD) on one molecule with the formula C7H14.

Each line ends with the Mulliken charge.
Atoms and positions in Å:
C: -0.2353 -1.1858 1.4394  -1.9588
C: 1.4140 -1.1284 -0.4200  -1.6809
C: 0.3611 -0.2952 0.3397  2.0224
C: 0.9714 0.9205 1.0962  -1.4908
C: -0.7949 -0.0034 -0.6369  -0.5890
C: -0.7896 0.8519 -1.8775  -0.5150
C: -1.6238 1.2455 -0.6882  -0.6491
H: -2.7047 1.1525 -0.7442  0.2454
H: 1.6868 -0.6920 -1.3881  0.3636
H: 1.0087 -2.1283 -0.6229  0.3751
H: -1.0022 -0.6313 1.9928  0.4098
H: 2.0603 0.9771 0.9962  0.3463
H: 0.5537 1.8926 0.8179  0.2999
H: -1.2831 2.1103 -0.1258  0.1810
H: 0.0693 1.4687 -2.1295  0.2726
H: -1.3135 0.4580 -2.7478  0.2483
H: -1.3767 -0.9126 -0.7910  0.4132
H: 0.5476 -1.4828 2.1470  0.4601
H: 2.3309 -1.2641 0.1656  0.4463
H: 0.7723 0.8108 2.1708  0.3519
H: -0.6885 -2.0888 1.0184  0.4479

Its net charge is 0. The calculation puts the LUMO energy at 0.99 eV. The calculated total energy comes out at -7485.2007 eV. The SMILES is CC(C)(C)C1CC1. For the HOMO-LUMO gap, the calculation gives 0.4088 Ha.



# 4
ORCA calculation (ωB97M-V/def2-TZVPD) on a 2-piece molecular cluster, C2H3FO4S overall in a non-equilibrium geometry.

Each line ends with the Mulliken charge.
Atoms and positions in Å:
S: 2.9977 -1.0506 0.4768  0.6672
F: -0.0462 0.8830 1.0814  -0.2345
O: 3.0760 -0.5829 1.7979  -0.3302
O: 1.0909 1.8121 -0.5628  -0.4662
O: -0.8735 0.7403 -0.9367  -0.3107
O: 1.6676 -1.1908 -0.0463  -0.3434
C: 0.1218 1.2245 -0.2265  0.7862
C: -1.7973 -0.2536 -0.4395  -0.5901
H: -1.6067 -0.5290 0.5383  0.3336
H: -1.7922 -1.1995 -1.1566  0.2177
H: -2.8381 0.1464 -0.5259  0.2704

Its net charge is 0. The calculation puts the LUMO energy at -1.06 eV. The calculated total energy comes out at -23864.5972 eV. For the HOMO-LUMO gap, the calculation gives 0.3869 Ha.



# 5
ORCA calculation (ωB97M-V/def2-TZVPD) on one molecule with the formula C2H2O2.

Each line ends with the Mulliken charge.
Atoms and positions in Å:
O: 0.4861 0.2675 -0.2175  -0.1529
O: -1.6977 0.5551 0.4230  -0.3544
C: -0.5747 0.3241 0.7189  0.2919
C: 0.5343 -0.7893 -1.0075  -0.2366
H: 1.4221 -0.5498 -1.6449  0.1480
H: -0.1700 0.1925 1.7279  0.3041

Its net charge is 0. The calculation puts the LUMO energy at 0.18 eV. The calculated total energy comes out at -6197.6949 eV. For the HOMO-LUMO gap, the calculation gives 0.3506 Ha.



# 6
ORCA calculation (ωB97M-V/def2-TZVPD) on a 2-piece molecular cluster, CH7N2O overall in a non-equilibrium geometry.

Each line ends with the Mulliken charge.
Atoms and positions in Å:
O: 2.1021 0.1002 0.3483  -0.8019
N: -0.3585 -0.2604 0.6962  -0.6818
N: -2.3679 0.7601 -0.9186  -0.9276
C: 1.1136 -0.6166 -0.0674  -0.1065
H: 0.7951 -0.3876 -1.1186  0.0960
H: -0.1249 0.4593 1.3789  0.1967
H: 1.1080 -1.7042 0.1969  0.1237
H: -1.5743 1.1853 -1.3937  0.2310
H: -2.2342 -0.2326 -0.9094  0.3349
H: -0.3999 -1.1540 1.1807  0.2021
H: -2.0804 1.0932 -0.0033  0.3335

Its net charge is -1. The calculation puts the LUMO energy at 4.89 eV. The calculated total energy comes out at -6177.3728 eV. For the HOMO-LUMO gap, the calculation gives 0.2818 Ha.